103
Properties=species:S:1:pos:R:3:forces:R:3:lowdin_charge:R:1 method="wB97M-V/def2-TZVPD" homo_lumo_gap_ev=4.03 e_lumo_ev=3.68 charge=-2 de_lowest_kj_mol=432.1
Tl -0.678 0.644 0.544 0.78 0.33 -0.26 0.578
S 1.520 -3.162 -1.510 -0.07 -1.09 -1.25 0.145
P 2.385 -2.332 0.042 -2.95 2.10 1.96 0.235
C 1.250 -1.986 1.261 1.04 0.00 1.07 -0.562
P 0.601 -1.958 2.827 1.19 1.05 -4.85 0.339
S -1.207 -0.971 2.755 -0.22 -0.55 1.43 0.046
C 0.478 -3.630 3.467 0.33 0.96 0.57 -0.372
C 1.601 -4.424 3.496 0.83 -0.78 0.56 -0.075
C 1.527 -5.707 4.059 -0.14 0.51 -0.37 -0.100
C 0.361 -6.133 4.692 -0.67 -0.52 -0.90 -0.117
C -0.773 -5.300 4.585 -0.03 -1.62 1.79 -0.109
C -0.666 -4.020 4.088 -1.70 -0.81 -0.02 -0.142
C 1.631 -1.338 4.190 -0.31 1.46 1.34 -0.316
C 1.182 -1.620 5.512 0.07 0.87 -0.38 -0.101
C 2.065 -1.489 6.564 0.53 -0.01 -0.04 -0.110
C 3.387 -1.070 6.298 0.34 -0.35 0.76 -0.131
C 3.746 -0.545 5.070 -0.14 -0.40 0.26 -0.113
C 2.810 -0.594 4.044 -0.38 -1.08 -0.08 -0.078
C 3.068 -0.779 -0.760 0.63 0.30 0.04 -0.306
C 2.118 0.176 -1.244 0.73 -0.35 -0.62 -0.173
C 2.555 1.368 -1.860 -0.42 -1.50 -0.39 -0.094
C 3.928 1.555 -2.128 -1.08 0.20 0.13 -0.136
C 4.805 0.562 -1.789 0.70 -0.77 1.69 -0.131
C 4.450 -0.571 -1.012 -2.81 1.69 -1.25 -0.081
C 3.838 -3.210 0.620 0.22 -0.31 -0.17 -0.349
C 4.878 -2.532 1.236 0.79 -1.80 0.56 -0.108
C 6.018 -3.295 1.622 -0.44 2.10 0.11 -0.118
C 6.099 -4.617 1.351 0.85 -2.62 -0.39 -0.146
C 5.035 -5.287 0.710 0.26 -0.80 0.72 -0.113
C 3.876 -4.616 0.430 0.80 1.42 0.11 -0.109
H 2.591 -4.017 3.238 -0.64 -0.31 -0.57 0.116
H 2.346 -6.373 3.847 0.41 -0.18 0.62 0.086
H 0.278 -7.161 5.133 0.08 1.09 -0.51 0.096
H -1.711 -5.720 5.018 0.62 0.74 -0.33 0.098
H -1.513 -3.339 4.141 0.07 -0.10 -0.23 0.061
H 0.099 -1.745 5.695 0.75 -0.61 -0.24 0.109
H 1.751 -1.759 7.575 0.19 0.12 -0.23 0.090
H 4.171 -1.205 7.050 -0.38 0.26 0.01 0.086
H 4.775 -0.238 4.848 -0.48 0.17 0.27 0.099
H 3.073 -0.134 3.118 -0.07 -0.18 -0.90 0.093
H 1.046 -0.122 -1.292 1.17 0.44 0.27 -0.016
H 1.772 1.951 -2.355 0.42 0.29 0.47 0.073
H 4.314 2.465 -2.583 -0.23 -0.13 -0.14 0.084
H 5.850 0.739 -1.935 0.62 0.02 -0.35 0.074
H 5.140 -1.299 -0.707 0.99 -0.63 0.12 0.057
H 4.828 -1.484 1.485 -0.09 0.10 -0.15 0.098
H 6.837 -2.759 2.091 0.03 -0.17 0.12 0.090
H 6.981 -5.277 1.616 -0.89 1.22 -0.23 0.104
H 5.131 -6.376 0.533 -0.15 0.73 0.08 0.098
H 3.002 -5.062 0.028 -0.53 -0.48 -0.52 0.059
C -0.717 5.897 4.912 1.41 -0.01 0.83 -0.051
C -0.418 5.313 3.553 1.02 1.01 0.00 -0.342
C 0.307 5.875 2.497 -1.73 0.08 1.60 -0.022
C 0.200 4.947 1.450 -0.41 -0.58 1.58 -0.348
N -0.497 3.837 1.848 1.77 1.33 0.00 0.112
N -0.742 4.082 3.160 -1.05 0.08 -0.48 0.022
C 0.952 5.121 0.204 0.68 0.05 -0.79 -0.049
H -0.545 5.078 5.685 -0.48 1.15 -0.67 0.089
H -1.712 6.376 5.027 0.48 -0.59 -0.18 0.070
H 0.059 6.716 5.123 -1.08 -1.18 -0.25 0.088
H 0.640 6.900 2.599 0.37 -0.21 -0.63 0.099
H -1.247 3.429 3.738 -0.12 -0.31 -0.44 0.161
H 1.967 5.565 0.391 -1.06 -0.26 -0.04 0.094
H 0.422 5.728 -0.536 0.08 -0.03 0.06 0.076
H 1.125 4.148 -0.207 0.12 -0.62 -0.60 0.057
C -1.532 -1.807 -3.672 -0.89 -1.74 1.86 -0.009
C -1.299 -0.418 -3.996 0.03 2.22 -0.20 -0.336
N -0.808 0.506 -3.179 -0.52 -0.77 -0.93 0.141
C -0.626 1.645 -3.940 1.03 0.28 0.74 -0.168
C -0.932 1.412 -5.223 -1.47 -0.25 -1.49 -0.083
N -1.515 0.127 -5.267 1.12 0.46 -0.21 -0.028
C -1.979 -0.503 -6.470 -0.35 0.87 -0.99 -0.078
N -3.429 -0.344 -6.773 0.69 -0.26 0.73 -0.058
N -3.883 -1.068 -7.826 -1.15 1.85 0.49 0.042
N -5.155 -0.824 -7.935 0.13 -1.27 0.32 0.039
C -5.577 -0.097 -6.841 0.70 0.37 -0.59 -0.252
C -6.887 0.159 -6.414 0.23 -0.52 0.09 -0.041
C -7.036 0.795 -5.200 0.29 -0.07 -0.58 -0.091
C -5.879 1.265 -4.515 0.19 0.26 -0.89 -0.061
C -4.565 1.077 -4.965 -0.26 0.50 1.34 0.012
C -4.436 0.315 -6.123 -0.53 -1.16 -0.54 -0.161
H -2.292 -1.919 -2.821 0.97 0.26 -1.19 0.124
H -0.594 -2.231 -3.248 -0.46 0.10 -0.30 0.042
H -1.891 -2.415 -4.515 0.20 0.23 0.24 0.070
H -0.172 2.552 -3.513 -0.38 -0.65 -0.24 0.109
H -0.896 1.973 -6.160 0.01 0.03 0.64 0.113
H -1.779 -1.541 -6.442 0.05 -1.14 0.22 0.104
H -1.551 -0.158 -7.439 0.58 0.24 1.16 0.141
H -7.682 -0.310 -6.992 -0.11 0.40 0.18 0.106
H -8.045 0.958 -4.803 0.56 0.03 0.01 0.101
H -6.094 1.895 -3.678 0.38 0.09 0.69 0.094
H -3.689 1.469 -4.400 -0.87 -0.36 -0.42 0.115
F -5.527 4.935 -0.571 -0.10 0.04 0.13 -0.004
C -4.605 3.944 -0.395 0.82 -1.07 -0.10 -0.309
C -3.732 3.621 -1.440 -0.99 1.28 0.92 -0.065
C -2.817 2.621 -1.224 -0.13 -0.45 -0.80 -0.185
C -2.711 1.889 -0.048 0.52 -0.84 0.10 -0.349
C -3.554 2.233 0.986 -0.89 1.01 -0.85 -0.186
C -4.537 3.222 0.786 -0.82 0.57 1.23 -0.059
H -3.744 4.239 -2.326 -0.06 -0.09 -0.32 0.095
H -2.259 2.370 -2.121 0.50 -0.17 0.25 0.044
H -3.480 1.741 1.943 -0.16 -0.13 0.30 0.068
H -5.251 3.459 1.609 0.48 -0.05 -0.68 0.103